Model A:
Density functional theory data (ωB97M-V/def2-TZVPD) for a cluster of 2 separate species, C4H13N2O2 in total.

Each line ends with the Mulliken spin population.
Cartesian coordinates (Å):
N -0.83 -0.85 0.28  0.01
C 0.65 -1.04 0.18  0.05
C 1.48 0.10 0.83  -0.01
N 1.43 1.28 -0.06  0.73
C 0.88 2.52 0.34  0.02
C -0.42 2.81 -0.48  0.08
O -1.29 1.98 -0.42  0.08
H -1.30 -1.53 -0.31  0.00
H -1.27 0.01 -0.07  0.00
H -1.12 -0.98 1.26  0.00
H 0.84 -1.96 0.72  0.00
H 0.94 -1.15 -0.86  0.00
H 2.53 -0.21 0.89  0.02
H 1.01 0.41 1.76  0.00
H 2.02 1.24 -0.88  -0.03
H 0.58 2.58 1.36  0.00
H 1.61 3.29 0.12  0.04
H -0.60 3.67 -1.11  0.01
H -1.72 -4.47 -1.03  0.00
H -3.11 -3.97 -1.52  0.00
O -2.31 -3.73 -1.02  0.00

As for the expectation value of S²: 0.76. Its multiplicity is 2. The charge is +2. The gap between HOMO and LUMO (alpha / beta) is 9.7 / 5.6 eV. The calculation puts the LUMO energy (alpha / beta) at -0.293 / -0.444 Ha.



Model B:
Density functional theory data (ωB97M-V/def2-TZVPD) for a cluster of 2 separate species, C4H13N2O2 in total.

Each line ends with the Mulliken spin population.
Cartesian coordinates (Å):
N -1.44 -1.24 1.66  0.00
C -1.15 -0.39 0.27  -0.01
C 0.13 0.49 0.60  -0.09
N 0.52 1.45 -0.26  0.56
C 0.09 1.73 -1.61  0.05
C 1.21 1.09 -2.63  0.18
O 0.63 0.38 1.70  0.28
H -1.31 -0.56 2.47  0.00
H -0.79 -2.01 1.79  0.00
H -2.46 -1.58 1.70  0.00
H -0.79 -1.18 -0.56  -0.01
H -2.04 0.01 0.03  0.00
H 1.52 1.77 -0.09  -0.03
H -1.11 1.30 -1.79  0.00
H -0.05 2.84 -1.74  0.04
H 1.99 1.68 -2.92  0.00
H 0.41 0.95 -3.44  0.03
H 1.58 0.16 -2.43  0.00
H 1.31 -1.52 2.70  0.00
H 0.91 -3.13 2.48  0.00
O 0.86 -2.24 2.08  0.00

As for the expectation value of S²: 0.77. Its multiplicity is 2. The charge is +2. The gap between HOMO and LUMO (alpha / beta) is 11.7 / 6.5 eV. The calculation puts the LUMO energy (alpha / beta) at -0.282 / -0.473 Ha.



Short version: model B is the least stable of them.



Model A:
Density functional theory data (ωB97M-V/def2-TZVPD) for a cluster of 5 separate species, C2H15NO4 in total.

Each line ends with the natural charge from an NBO analysis.
Cartesian coordinates (Å):
C -2.63 3.64 -2.07  -0.42
N -1.67 2.54 -1.89  -0.64
C -2.08 1.30 -1.29  -0.41
H -3.30 3.74 -1.18  0.19
H -3.18 3.65 -2.98  0.17
H -2.17 4.63 -2.03  0.20
H -1.21 2.48 -2.79  0.36
H -3.17 1.35 -1.31  0.18
H -1.58 0.46 -1.75  0.20
H -1.82 1.20 -0.18  0.17
H 1.32 -1.57 2.52  0.48
H 1.24 -0.24 3.29  0.48
O 0.87 -0.69 2.52  -0.95
H 1.37 -4.60 1.83  0.47
H 1.54 -3.30 1.34  0.48
O 1.00 -3.73 2.04  -0.95
H 3.15 -1.94 -0.61  0.50
H 2.64 -1.64 0.83  0.47
O 2.64 -2.29 0.13  -0.96
H 1.27 -0.08 0.68  0.48
H 0.02 0.13 -0.23  0.47
O 0.98 0.24 -0.19  -0.97

The SMILES is CNC.O.O.O.O. Its multiplicity is 1. The gap between HOMO and LUMO is 8.8 eV. The calculation puts the LUMO energy at 0.018 Ha.



Model B:
Density functional theory data (ωB97M-V/def2-TZVPD) for a cluster of 5 separate species, C2H15NO4 in total.

Each line ends with the natural charge from an NBO analysis.
Cartesian coordinates (Å):
C 0.29 -0.91 2.02  -0.42
N -1.05 -0.62 1.38  -0.66
C -1.29 0.78 1.26  -0.43
H 0.95 -0.14 1.69  0.18
H 0.13 -0.91 3.09  0.19
H 0.49 -1.88 1.65  0.21
H -1.78 -1.02 1.97  0.36
H -1.27 1.30 2.22  0.18
H -2.30 0.86 0.93  0.20
H -0.64 1.17 0.32  0.19
H -2.15 -1.09 -1.98  0.48
H -2.04 -1.53 -0.47  0.48
O -2.16 -1.79 -1.34  -0.97
H 0.54 -1.31 -4.04  0.48
H 1.67 -0.40 -3.13  0.50
O 0.97 -0.44 -3.81  -0.99
H 2.59 3.28 0.15  0.48
H 1.94 1.92 0.57  0.46
O 1.77 2.78 0.11  -0.93
H 0.54 -0.41 -0.63  0.46
H 1.61 0.57 -0.78  0.46
O 1.18 -0.21 -1.18  -0.92

The SMILES is CNC.O.O.O.O. Its multiplicity is 1. The gap between HOMO and LUMO is 9.9 eV. The calculation puts the LUMO energy at 0.013 Ha.



Short version: model B is the least stable of them.



Model A:
Density functional theory data (ωB97M-V/def2-TZVPD) for a cluster of 5 separate species, C2H15NO4 in total.

Each line ends with the natural charge from an NBO analysis.
Cartesian coordinates (Å):
C 1.94 -2.85 -2.22  -0.64
C 1.28 -1.53 -1.74  -0.21
N 0.64 -1.69 -0.41  -0.89
H 2.15 -3.57 -1.32  0.21
H 2.83 -2.85 -2.86  0.23
H 1.10 -3.43 -2.49  0.21
H 0.47 -1.20 -2.51  0.15
H 1.85 -0.52 -1.70  0.20
H -0.04 -2.43 -0.27  0.36
H 0.38 -0.74 0.04  0.39
H 4.20 -0.45 1.01  0.46
H 2.95 0.28 1.01  0.47
O 3.77 0.18 0.57  -0.93
H -4.75 0.36 0.95  0.47
H -4.72 1.69 1.62  0.47
O -4.15 1.04 1.18  -0.94
H -4.24 4.18 0.78  0.49
H -4.00 5.40 1.95  0.49
O -4.64 4.74 1.50  -0.98
H 0.83 1.17 2.45  0.49
H 1.31 1.38 0.94  0.48
O 0.85 0.84 1.53  -0.96

The SMILES is CCN.O.O.O.O. Its multiplicity is 1. The gap between HOMO and LUMO is 8.8 eV. The calculation puts the LUMO energy at 0.019 Ha.



Model B:
Density functional theory data (ωB97M-V/def2-TZVPD) for a cluster of 5 separate species, C2H15NO4 in total.

Each line ends with the natural charge from an NBO analysis.
Cartesian coordinates (Å):
C 2.27 1.41 -1.43  -0.61
C 1.42 0.63 -0.41  -0.22
N 1.01 1.40 0.75  -0.86
H 1.67 2.27 -1.75  0.21
H 2.28 0.81 -2.34  0.21
H 3.26 1.66 -1.08  0.20
H 2.02 -0.25 -0.13  0.16
H 0.55 0.29 -0.98  0.18
H 1.76 1.48 1.42  0.36
H 0.32 0.89 1.29  0.37
H -2.16 1.89 -1.58  0.49
H -1.54 1.12 -0.51  0.48
O -1.67 1.06 -1.47  -0.95
H -1.61 -2.23 0.70  0.50
H -0.88 -3.24 1.65  0.48
O -1.64 -2.68 1.56  -0.97
H -0.71 -1.38 2.59  0.49
H -0.50 -0.13 3.43  0.46
O 0.00 -0.78 2.92  -0.97
H -2.61 -1.82 -1.70  0.47
H -1.57 -0.72 -1.45  0.49
O -1.68 -1.69 -1.49  -0.98

The SMILES is CCN.O.O.O.O. Its multiplicity is 1. The gap between HOMO and LUMO is 9.5 eV. The calculation puts the LUMO energy at 0.014 Ha.



Short version: model A is the least stable of them.